{
  "formula": "C24H30F10N3RhSi2",
  "method": "the ωB97M-V functional and the def2-TZVPD basis",
  "mol_weight_g_mol": 709.6,
  "orbital_gap_ev": [7.6, 6.5],
  "energy_ha": -2784.8397,
  "spin_multiplicity": 5,
  "s2": 6.02,
  "homo_energy_ev": [-7.2, -7.8],
  "symbols": ["Rh", "C", "N", "C", "C", "N", "C", "C", "F", "C", "F", "C", "F", "C", "F", "C", "F", "C", "C", "N", "C", "C", "F", "C", "F", "C", "F", "C", "F", "C", "F", "H", "H", "H", "H", "H", "H", "H", "H", "H", "H", "H", "C", "Si", "C", "C", "C", "Si", "C", "C", "C", "H", "H", "H", "H", "H", "H", "H", "H", "H", "H", "H", "H", "H", "H", "H", "H", "H", "H", "H"],
  "positions_angstrom": [[0.03305, -0.35849, -0.08583], [-0.68512, 2.45800, -1.51307], [-0.12850, 1.94671, -0.26400], [-1.01695, 2.15314, 0.87578], [-2.29194, 1.33965, 0.73692], [-2.00602, 0.00572, 0.20795], [-3.13381, -0.77042, -0.01296], [-4.37891, -0.65633, 0.62937], [-4.58607, 0.23319, 1.62027], [-5.46328, -1.47289, 0.34820], [-6.59553, -1.31271, 1.03559], [-5.38170, -2.45775, -0.61351], [-6.42047, -3.25063, -0.88160], [-4.18513, -2.59331, -1.29119], [-4.06586, -3.50633, -2.25848], [-3.11746, -1.77047, -0.99138], [-2.03217, -1.91723, -1.76861], [1.24301, 2.41552, -0.01864], [2.21594, 1.48597, -0.71319], [2.00713, 0.13904, -0.15940], [3.10918, -0.71366, -0.22740], [3.39248, -1.56417, 0.84790], [2.61816, -1.53775, 1.94403], [4.48184, -2.41298, 0.86886], [4.69399, -3.20070, 1.92294], [5.36883, -2.43150, -0.19347], [6.41977, -3.25163, -0.18458], [5.13170, -1.60387, -1.27250], [5.94959, -1.62818, -2.32574], [4.02058, -0.77613, -1.28489], [3.81691, -0.04805, -2.39688], [-0.92051, 3.52737, -1.43402], [-1.59012, 1.90742, -1.76376], [0.03282, 2.31681, -2.31909], [-1.25526, 3.21688, 1.01737], [-0.47241, 1.81652, 1.76270], [-3.00280, 1.86955, 0.08820], [-2.74970, 1.31152, 1.72659], [1.42364, 2.34380, 1.05499], [1.37271, 3.46272, -0.31676], [3.23915, 1.83819, -0.54843], [2.05199, 1.50746, -1.79558], [0.62912, -1.95914, -2.66216], [0.64062, -3.52480, -1.59557], [2.33342, -4.30338, -1.70213], [-0.62321, -4.76590, -2.17254], [0.31992, -2.98644, 0.15303], [-0.39952, -3.75206, 1.68607], [-1.92268, -4.72242, 1.23869], [-0.82779, -2.41545, 2.91042], [0.88174, -4.88430, 2.43561], [-0.06479, -2.03319, -3.49971], [1.62181, -1.71079, -3.04221], [0.29889, -1.06281, -2.09387], [2.40265, -4.91968, -2.60224], [2.53504, -4.94702, -0.84340], [3.11786, -3.54978, -1.74904], [-0.78092, -4.67849, -3.24984], [-1.58774, -4.63192, -1.69022], [-0.27945, -5.78342, -1.97249], [0.88332, -2.04394, 0.36662], [-2.66864, -4.08994, 0.75449], [-2.37395, -5.13882, 2.14304], [-1.69464, -5.55348, 0.56920], [-1.75753, -1.90805, 2.64316], [-0.03510, -1.66358, 2.95701], [-0.93839, -2.83446, 3.91322], [1.33880, -5.53198, 1.68505], [0.42844, -5.52284, 3.19761], [1.68036, -4.30596, 2.90464]]
}

***

{
  "formula": "C24H30FN3O5",
  "method": "the ωB97M-V functional and the def2-TZVPD basis",
  "smiles": "COCCNC(=O)[C@@H](c1ccc(C)o1)N(C(=O)C(=O)NC1CCCCC1)c1ccc(F)cc1",
  "mol_weight_g_mol": 459.5,
  "orbital_gap_ev": 9.2,
  "energy_ha": -1572.9209,
  "homo_energy_ev": -8.5,
  "symbols": ["C", "H", "O", "C", "C", "N", "C", "O", "C", "C", "C", "C", "C", "O", "C", "H", "H", "H", "H", "H", "N", "C", "O", "C", "O", "N", "H", "C", "C", "C", "C", "C", "C", "H", "H", "H", "H", "H", "H", "H", "H", "H", "H", "H", "C", "C", "C", "C", "C", "C", "H", "H", "F", "H", "H", "H", "H", "H", "H", "H", "H", "H", "H"],
  "positions_angstrom": [[0.75430, 4.48315, 0.41577], [0.76135, 3.66467, 1.14451], [0.26940, 4.03716, -0.82749], [1.04024, 2.99223, -1.38361], [0.13594, 2.17889, -2.31106], [-0.91712, 1.56485, -1.53086], [-0.73771, 0.35970, -0.96217], [0.12992, -0.42618, -1.27424], [-1.80627, 0.02753, 0.11213], [-3.13143, -0.12372, -0.55476], [-4.32123, 0.50741, -0.34374], [-5.23190, -0.04487, -1.27787], [-4.53316, -0.97093, -1.99404], [-3.25522, -1.01459, -1.56514], [-4.93911, -1.89254, -3.08564], [-4.25633, -1.80299, -3.92857], [-5.94808, -1.65857, -3.41058], [-4.90746, -2.92463, -2.73704], [-6.26415, 0.21267, -1.39513], [-4.52603, 1.26357, 0.38648], [-1.39718, -1.18616, 0.80805], [-0.14048, -1.35246, 1.27600], [0.27608, -2.41855, 1.70068], [0.77951, -0.12803, 1.31848], [0.40592, 1.03595, 1.35049], [2.05469, -0.51708, 1.34750], [2.21807, -1.51628, 1.34752], [3.18546, 0.37855, 1.29453], [4.17411, 0.07452, 2.41957], [5.35539, 1.03909, 2.35519], [6.04743, 0.95415, 0.99773], [5.05769, 1.24659, -0.12652], [3.88344, 0.27523, -0.06433], [3.16528, 0.48484, -0.85938], [4.24452, -0.74672, -0.20085], [5.55596, 1.16203, -1.09400], [4.68799, 2.26992, -0.02811], [6.87507, 1.66486, 0.95898], [6.46066, -0.04795, 0.86379], [6.06522, 0.80391, 3.15038], [4.99802, 2.05860, 2.51655], [3.66996, 0.15866, 3.38395], [4.53174, -0.95234, 2.31308], [2.78043, 1.38888, 1.42446], [-2.23088, -2.33392, 0.68683], [-3.45629, -2.35435, 1.34047], [-4.30223, -3.43709, 1.18706], [-3.89501, -4.48973, 0.38768], [-2.67039, -4.49446, -0.25494], [-1.83553, -3.40306, -0.10470], [-0.88171, -3.36498, -0.60558], [-2.38862, -5.33587, -0.86783], [-4.72520, -5.54266, 0.22339], [-5.26266, -3.47268, 1.67611], [-3.74812, -1.52138, 1.96126], [-1.85561, 0.86005, 0.82261], [-1.53888, 2.22067, -1.08103], [0.70664, 1.38407, -2.79290], [-0.31521, 2.83040, -3.06115], [1.90131, 3.39787, -1.93541], [1.40463, 2.33278, -0.58596], [0.07616, 5.26630, 0.74892], [1.76667, 4.89498, 0.32449]]
}

***

{
  "formula": "C24H30N2O2Ru",
  "method": "the ωB97M-V functional and the def2-TZVPD basis",
  "charge": 1,
  "mol_weight_g_mol": 479.6,
  "orbital_gap_ev": [7.9, 6.9],
  "energy_ha": -1287.1426,
  "spin_multiplicity": 6,
  "s2": 8.79,
  "homo_energy_ev": [-10.6, -11.8],
  "symbols": ["Ru", "C", "C", "C", "C", "C", "C", "C", "C", "C", "C", "C", "C", "H", "H", "H", "H", "H", "H", "H", "H", "H", "H", "H", "H", "H", "H", "H", "H", "H", "H", "C", "C", "O", "C", "C", "C", "N", "N", "C", "O", "C", "C", "C", "C", "C", "C", "H", "H", "H", "H", "H", "H", "H", "H", "H", "H", "H", "H"],
  "positions_angstrom": [[0.30803, -0.06786, 0.55307], [3.78067, 0.67469, 1.44200], [2.64667, -0.30797, 1.57398], [2.54390, -1.38389, 0.66300], [3.45406, -1.45807, -0.53258], [1.62391, -2.42641, 0.90526], [1.54367, -3.55566, -0.08269], [0.78695, -2.37594, 2.03896], [-0.10900, -3.53266, 2.38708], [0.75967, -1.21315, 2.83816], [-0.22290, -1.08584, 3.97349], [1.70300, -0.17974, 2.61755], [1.74311, 1.00959, 3.54034], [3.52978, 1.48092, 0.75289], [4.67301, 0.17728, 1.06918], [4.03932, 1.10804, 2.40401], [4.28467, -2.14328, -0.34553], [3.86755, -0.48783, -0.79013], [2.92446, -1.82817, -1.40820], [2.48593, -4.10536, -0.12954], [1.34765, -3.16778, -1.08301], [0.75065, -4.25775, 0.14473], [-1.09893, -3.40779, 1.94247], [-0.23090, -3.62360, 3.46343], [0.30507, -4.47433, 2.03907], [0.26675, -1.28575, 4.93005], [-1.05657, -1.77253, 3.87316], [-0.63866, -0.08222, 4.03095], [2.27948, 0.76258, 4.45997], [0.74497, 1.33049, 3.82814], [2.23726, 1.86147, 3.08310], [1.79047, 4.00760, -0.52703], [0.86749, 2.82535, -0.55869], [1.33170, 1.70935, -0.22267], [-0.46278, 3.04241, -1.02412], [-1.43802, 2.09558, -1.24813], [-2.71999, 2.49004, -1.90730], [-1.25452, 0.79359, -0.88136], [-2.22160, -0.01209, -1.26172], [-2.05965, -1.28235, -0.80504], [-1.14844, -1.59985, 0.00793], [-3.00720, -2.29291, -1.28746], [-2.83448, -3.62263, -0.90324], [-3.71258, -4.59228, -1.34886], [-4.76871, -4.23972, -2.17956], [-4.94586, -2.91758, -2.56693], [-4.06817, -1.94308, -2.12538], [2.66704, 3.78733, 0.07626], [1.28349, 4.89407, -0.14907], [2.11413, 4.23049, -1.54636], [-0.69877, 4.06072, -1.29871], [-2.73367, 3.55896, -2.09976], [-3.56967, 2.21646, -1.28172], [-2.84226, 1.94932, -2.84584], [-2.00571, -3.88548, -0.26073], [-3.57977, -5.62390, -1.05305], [-5.45591, -4.99946, -2.52718], [-5.76965, -2.64777, -3.21312], [-4.19938, -0.91168, -2.41878]]
}